{
  "formula": "C4H6N2O",
  "method": "ωB97M-V/def2-TZVPD",
  "total_charge": 0,
  "smiles": "Cc1cnc(N)o1",
  "homo_energy_ev": -8.17,
  "symbols": ["N", "C", "H", "C", "H", "H", "C", "O", "H", "H", "H", "C", "N"],
  "xyz": [[2.6325, 0.5815, -0.0051], [1.3839, 0.0081, -0.0820], [2.8404, 1.0904, 0.8427], [-2.1505, 0.4358, 0.2609], [-2.2940, 0.9195, 1.2311], [-2.8370, -0.4146, 0.2011], [-0.7684, -0.0699, 0.0487], [0.3275, 0.7244, 0.3575], [3.3466, -0.0902, -0.2525], [-0.8534, -2.0174, -0.9306], [-2.4356, 1.1497, -0.5211], [-0.2896, -1.1818, -0.5383], [1.0977, -1.1356, -0.6123]],
  "nbo_charge": [-0.82, 0.64, 0.39, -0.65, 0.23, 0.23, 0.22, -0.43, 0.40, 0.21, 0.22, -0.11, -0.53]
}